Record 1
This record from the Open Molecules 2025 dataset describes C12H36BF4O6RbS6 as an isolated structure at a distorted geometry. The level of theory is the ωB97M-V functional and the def2-TZVPD basis.

Values from the calculation:
Strongest force on any atom (eV/Å): 1.81
Spin multiplicity: 1
HOMO level (Eh): -0.299

Last column: natural (NBO) charge in e.
Element x y z (Å)
H  0.459305  -23.087641  -24.274038  0.23
H  -3.658824  -14.522639  -21.980077  0.23
O  -0.288581  -22.826466  -15.725757  -0.99
H  -3.074456  -15.713130  -20.774333  0.22
H  -4.766092  -19.493301  -20.319153  0.24
O  1.095184  -17.504198  -27.016093  -0.98
F  -0.302934  -20.901055  -22.104018  -0.58
H  2.308929  -24.347514  -20.877756  0.25
C  -4.736402  -20.014828  -19.363438  -0.82
H  3.231112  -24.881094  -22.321615  0.24
C  -2.899606  -15.267089  -21.751751  -0.84
H  2.334896  -25.966406  -21.235588  0.25
C  -1.869250  -23.009000  -17.776196  -0.84
H  -0.937644  -18.296526  -25.495626  0.25
C  2.234336  -21.725580  -17.564273  -0.84
H  0.879818  -20.461785  -15.283990  0.25
O  0.795275  -26.133580  -23.571210  -0.98
H  0.382110  -24.634082  -17.709416  0.24
C  1.210921  -23.406822  -23.556470  -0.84
H  -5.344097  -19.476217  -18.639123  0.23
H  -1.098200  -25.551255  -17.769816  0.22
H  -1.928957  -14.770494  -21.750730  0.25
H  -7.405188  -20.559919  -18.911841  0.24
H  0.243461  -17.921115  -24.306577  0.26
H  -2.624609  -22.250964  -17.565361  0.23
F  -2.044377  -21.124294  -20.700178  -0.60
C  -0.028326  -18.688983  -25.036632  -0.88
H  1.262621  -22.656773  -22.766083  0.27
C  -0.395379  -25.069977  -17.082533  -0.83
H  -0.007840  -25.816051  -16.395870  0.24
S  -5.429297  -21.638919  -19.769772  1.24
S  -1.316865  -23.769713  -16.235660  1.26
H  -1.022217  -22.449642  -18.178798  0.26
H  -2.153844  -18.793596  -22.481202  0.25
Rb  -2.907965  -23.401435  -22.319905  0.97
C  0.530346  -20.087628  -27.266895  -0.84
F  0.034405  -20.755927  -19.849362  -0.55
S  1.250985  -18.779057  -26.275767  1.27
C  0.649429  -19.997371  -16.241297  -0.83
S  2.142927  -19.965809  -17.251731  1.26
H  1.286352  -22.030686  -18.017761  0.23
S  0.817520  -24.931037  -22.702920  1.24
H  -1.202506  -17.563018  -21.657187  0.24
H  -2.754660  -17.996713  -21.036723  0.23
S  -2.948898  -16.569168  -22.993050  1.25
H  -7.770166  -22.028222  -19.783052  0.24
O  -1.986540  -16.229704  -24.063790  -0.98
H  2.181990  -23.491826  -24.048370  0.23
H  -0.477729  -19.886683  -27.631097  0.23
H  0.528448  -21.037853  -26.730540  0.22
H  2.422158  -22.344418  -16.691871  0.24
C  2.309564  -25.003820  -21.754314  -0.86
O  -4.984381  -21.828422  -21.178466  -1.04
H  -0.268933  -19.527570  -24.376226  0.24
C  -2.214675  -17.834545  -21.971537  -0.86
H  -3.726326  -20.176287  -19.000745  0.26
H  1.190382  -20.180556  -28.131119  0.24
H  -7.294601  -20.550716  -20.723358  0.25
C  -7.162760  -21.125449  -19.808984  -0.82
H  0.302876  -18.972814  -16.145364  0.22
O  3.267447  -19.629541  -16.333597  -1.00
H  -2.221289  -23.690040  -18.546345  0.22
H  -0.071343  -20.654869  -16.719893  0.24
F  -0.555129  -22.832556  -20.817440  -0.59
H  2.935301  -21.870972  -18.387992  0.23
B  -0.663711  -21.432011  -20.837578  1.33

Atoms 1-2, force components in eV/Å:
-0.183 -0.296 0.026
-0.072 -0.069 -0.022

Record 2
This record from the Open Molecules 2025 dataset describes an isolated ion of composition H2O4P2 and charge -2 at a distorted geometry. The level of theory is the ωB97M-V functional and the def2-TZVPD basis.

Values from the calculation:
SMILES: O=[P@H]([O-])[P@H](=O)[O-]
Strongest force on any atom (eV/Å): 4.30
Total charge: -2
Spin multiplicity: 1
HOMO level (Eh): 0.006

Last column: natural (NBO) charge in e.
Element x y z (Å)
O  1.372216  -1.560881  0.504407  -1.22
O  -2.185173  0.603357  -0.683794  -1.23
H  0.895590  -1.060294  -1.602559  -0.24
O  2.064617  0.675870  -0.553640  -1.20
P  1.046817  -0.419260  -0.353078  1.71
P  -0.974557  0.497129  0.375943  1.59
H  -1.560830  -0.523225  1.244325  -0.22
O  -0.658680  1.787304  1.068396  -1.19

Atoms 1-2, force components in eV/Å:
0.358 -2.114 2.103
2.801 -0.606 1.673

Record 3
This record from the Open Molecules 2025 dataset describes C30H36BrN4O5ScSi as an isolated structure at a distorted geometry. The level of theory is the ωB97M-V functional and the def2-TZVPD basis.

Values from the calculation:
Strongest force on any atom (eV/Å): 1.56
Spin multiplicity: 1
HOMO level (Eh): -0.166

Last column: Mulliken charge in e.
Element x y z (Å)
C  -2.554863  4.129748  -3.818430  -0.61
H  -0.228204  3.343530  -0.619430  0.16
H  1.153875  3.092480  2.754076  0.27
C  -0.874722  2.220942  -2.774171  0.17
C  -0.400666  3.500149  -2.953800  -0.15
C  0.740508  -2.096449  -3.440424  -0.26
H  -1.532121  3.315855  1.309096  0.09
H  -3.122812  -1.292810  2.465413  0.44
H  0.248900  1.437120  -4.810077  0.50
O  -0.374411  1.036109  4.024888  -0.69
H  4.468029  0.570433  3.106185  0.31
H  0.731846  -4.972474  -0.027068  0.43
H  -5.545118  2.980831  3.060944  0.44
C  0.394297  0.428811  -4.443214  -0.68
H  -0.354920  3.533483  3.536891  0.42
C  3.818829  -2.384376  1.936152  -1.02
N  2.267547  -0.573234  1.654418  0.36
H  4.814139  -2.747934  2.178021  0.29
C  -2.999568  2.820273  -3.650654  -1.04
O  -0.327550  0.818999  1.806758  0.47
H  -0.658550  -4.102774  -0.706241  0.31
H  2.105054  0.324449  2.080807  0.12
H  0.957921  -2.723983  -5.464375  0.42
O  -2.306405  1.435668  -0.232592  -0.48
H  -3.220357  4.879589  -4.224585  0.43
H  0.793935  -3.442949  1.624925  0.61
H  0.631273  3.731535  -2.718595  0.57
O  0.011391  1.272115  -2.210866  -0.07
H  0.858125  -3.106151  -3.085065  0.31
C  -5.018146  2.047520  2.920479  -0.76
C  -3.568635  0.623746  1.632540  0.13
H  2.802229  -5.408531  0.883076  0.19
H  0.626011  -4.704396  -1.752374  0.50
C  0.065772  2.975533  2.702047  -0.82
H  1.439484  -1.789483  3.185610  0.17
C  2.903639  -4.830608  1.822943  -1.55
H  -4.148332  2.596700  1.034733  0.48
H  3.876578  -5.097177  2.239565  0.45
Si  1.371647  -2.641318  -0.534403  0.03
C  -4.237261  1.832334  1.796883  -0.11
N  0.579422  -1.211835  -1.097801  0.28
C  -2.157978  1.854727  -3.128916  0.08
C  -0.245988  1.510972  2.922632  0.45
C  0.314983  0.181274  -3.087726  0.22
O  -2.086434  -0.675216  0.265359  -0.71
H  1.168441  3.159252  0.186827  0.18
Br  -6.155775  1.339558  5.421495  -0.19
H  3.671638  -1.920329  -0.961217  0.27
H  0.277641  -1.134173  2.000665  0.53
H  2.143413  -5.246238  2.513618  0.29
H  0.701807  -0.415383  -6.388918  0.42
H  -2.487599  0.832941  -2.993245  0.58
C  0.794787  -1.881225  -4.804444  -1.13
H  -4.506952  -0.916755  4.501352  0.43
C  3.628825  -1.040263  1.905241  0.65
C  3.073775  -2.799133  -1.212264  -1.19
H  -0.894884  5.476816  -3.620927  0.43
C  2.836928  -3.353413  1.685492  0.34
H  -4.010897  2.549846  -3.925523  0.44
N  0.183019  2.912980  0.202574  -0.10
H  4.628075  0.792774  1.363859  0.25
H  3.561551  -3.678592  -0.794944  0.35
C  0.641425  -0.605072  -5.326045  -0.74
Sc  -0.398486  0.531527  -0.151240  -0.27
H  5.634040  -0.394669  2.192807  0.41
C  -2.653727  0.435757  0.486088  1.24
C  -3.668249  -0.368463  2.599173  -0.24
C  -4.438334  -0.160341  3.732182  -0.67
N  1.508371  -2.772029  1.337596  0.07
C  -5.105543  1.045713  3.877601  0.15
C  0.424826  -4.245408  -0.782909  -1.31
C  -1.257111  4.467830  -3.472824  -0.77
C  1.290219  -1.506820  2.140668  -1.12
C  4.630355  0.030305  2.159826  -1.77
H  -0.337224  4.607260  1.368435  0.55
H  3.030303  -2.895236  -2.302597  0.60
C  0.538967  -1.066694  -2.490975  0.64
C  -0.465991  3.524482  1.388937  -0.45

Atoms 1-2, force components in eV/Å:
-0.004 -0.060 0.028
0.064 0.099 -0.028

Record 4
This record from the Open Molecules 2025 dataset describes one molecule with the formula C4H7NO at a distorted geometry. The level of theory is the ωB97M-V functional and the def2-TZVPD basis.

Values from the calculation:
SMILES: O=CCN1CC1
Strongest force on any atom (eV/Å): 2.02
Spin multiplicity: 1
HOMO level (Eh): -0.356

Last column: natural (NBO) charge in e.
Element x y z (Å)
N  0.379438  -0.518479  0.078851  -0.40
H  -1.915149  -1.390933  0.526512  0.11
H  -0.279034  0.372043  1.785680  0.22
H  -0.560315  1.365638  0.339210  0.19
H  1.780831  1.195331  -0.005985  0.19
H  1.035237  -1.167408  -1.887932  0.21
C  -1.931827  -0.281026  0.611687  0.44
C  0.807170  -0.299826  -1.275473  -0.25
C  1.673941  0.111288  -0.143537  -0.29
H  2.243046  -0.589350  0.431236  0.23
O  -2.953426  0.358276  0.605997  -0.51
C  -0.567512  0.333942  0.721090  -0.33
H  0.287600  0.510505  -1.787337  0.19

Atoms 1-2, force components in eV/Å:
-0.269 0.052 0.157
-0.131 0.183 0.030

Record 5
This record from the Open Molecules 2025 dataset describes C28H33N3O3RhSSe as an isolated structure at a distorted geometry. The level of theory is the ωB97M-V functional and the def2-TZVPD basis.

Values from the calculation:
Strongest force on any atom (eV/Å): 1.84
Total charge: -1
Spin multiplicity: 1
HOMO level (alpha / beta) (Eh): -0.158 / -0.156

Last column: natural (NBO) charge in e.
Element x y z (Å)
C  -1.294369  -2.943171  -2.735007  -0.22
N  1.637721  0.546814  -0.654691  -0.46
H  -3.508555  -1.649363  2.649768  0.19
C  2.051067  1.954670  4.031351  -0.59
H  1.350817  -0.651914  2.485079  0.19
N  -0.149276  0.287078  1.415446  -0.50
C  0.546132  3.846189  3.354060  -0.60
N  -0.798875  -0.737496  -1.639946  -0.96
C  0.842456  2.354937  3.181895  -0.30
C  3.272092  2.705323  -2.535732  -0.60
H  -0.639475  2.464010  5.398958  0.20
O  0.415555  -2.778524  -0.722447  -0.95
H  1.386039  4.434704  2.980768  0.21
H  -4.097563  0.178991  1.150750  0.21
C  -1.788978  -2.377018  1.640287  -0.61
H  -3.551611  -0.489843  4.420467  0.20
H  -0.339338  4.135413  2.787289  0.23
C  -2.656697  0.067857  4.167683  -0.21
H  3.825592  -1.189687  1.101478  0.21
H  0.388980  4.109357  4.403299  0.18
C  3.719125  0.552512  -3.738141  -0.59
C  -1.027957  1.717981  4.716208  -0.24
H  4.730414  0.522167  -3.328624  0.20
H  1.836002  2.082462  5.096078  0.19
H  -2.630847  -5.636888  -4.216129  0.21
C  -2.023662  -0.733456  -2.229855  0.64
H  4.717966  -0.338075  -1.293930  0.21
C  2.690835  0.547960  -1.479742  0.30
Rh  -0.267855  1.130304  -0.662525  0.87
O  -2.789009  0.217840  -2.232478  -0.62
H  0.971767  0.383140  -3.664462  0.24
O  1.087318  -1.893908  -2.910091  -0.95
H  3.341232  3.262910  -3.474759  0.19
H  -2.598802  -0.010641  0.248809  0.22
H  3.763435  1.073990  -4.697937  0.20
H  -0.517035  -4.911439  -3.115772  0.23
Se  -0.035463  3.389546  -0.242396  -0.67
C  1.038494  -0.217571  1.534637  0.15
C  3.290051  -0.603803  0.370367  -0.24
C  -2.160312  1.005346  5.056955  -0.22
H  -4.341869  -1.745457  -3.552991  0.23
C  -3.340470  -0.543940  0.840769  -0.59
C  -2.346614  -2.062373  -2.852840  -0.14
H  -1.015449  -2.065255  0.945719  0.24
C  3.743722  -0.163307  -0.867359  -0.35
C  -0.869339  0.519724  2.625994  0.10
H  -4.519413  -4.081034  -4.437724  0.21
C  1.975020  -0.151308  0.483249  0.01
H  -3.813779  -1.281615  0.187786  0.20
C  2.752527  1.284176  -2.800723  -0.12
C  1.393279  1.373459  -3.498746  -0.62
H  -1.305694  -2.824231  2.512639  0.20
C  -2.538712  -4.629502  -3.829863  -0.21
H  -2.658451  1.181863  6.002514  0.20
H  4.262220  2.675223  -2.075258  0.20
H  -2.378697  -3.154171  1.146553  0.20
C  -0.374289  1.502365  3.505914  0.08
C  -2.698493  -1.221226  2.049552  -0.22
C  -3.523417  -2.448338  -3.468055  -0.17
H  2.912816  2.577105  3.781024  0.21
H  2.598641  3.238829  -1.861981  0.24
H  0.681274  1.968681  -2.923347  0.22
H  2.330894  0.912796  3.870060  0.20
C  -2.038104  -0.194270  2.949586  0.00
H  1.521821  1.867904  -4.466016  0.20
S  0.046902  -2.100379  -1.935054  2.31
H  3.381790  -0.470597  -3.910384  0.23
H  1.099569  2.207685  2.133705  0.25
C  -1.355428  -4.235064  -3.216678  -0.22
C  -3.609685  -3.746455  -3.955039  -0.22

Atoms 1-2, force components in eV/Å:
0.002 -0.014 0.004
-0.230 -0.025 -0.067

Record 6
This record from the Open Molecules 2025 dataset describes one molecule with the formula C6H9BS at a distorted geometry. The level of theory is the ωB97M-V functional and the def2-TZVPD basis.

Values from the calculation:
SMILES: CSB1C=CC=CC1
Strongest force on any atom (eV/Å): 6.51
Spin multiplicity: 1
HOMO level (Eh): -0.312

Last column: natural (NBO) charge in e.
Element x y z (Å)
C  -1.689805  -1.535262  -0.105586  -0.06
H  3.098674  1.503227  0.231503  0.22
H  -2.240446  1.854703  0.095151  0.19
H  3.635387  0.232691  -0.953337  0.23
H  -2.199313  -2.402966  -0.458537  0.20
C  2.865977  0.766879  -0.472184  -0.68
H  -0.262247  1.161363  1.645663  0.26
H  -3.385747  -0.243750  -0.513231  0.22
C  -0.359982  1.069205  0.490266  -0.71
H  0.039919  -2.740169  -0.130238  0.22
B  0.520722  -0.630019  0.400073  0.46
H  0.356993  1.714129  0.000611  0.24
C  -1.740497  0.892028  0.160471  -0.10
H  1.858545  1.001343  -0.965256  0.23
C  -0.366674  -1.694826  0.102143  -0.65
C  -2.416666  -0.243861  -0.053735  -0.28
S  2.285152  -0.704715  0.526222  0.01

Atoms 1-2, force components in eV/Å:
-0.055 1.167 -0.023
0.886 1.285 0.583

Record 7
This record from the Open Molecules 2025 dataset describes one molecule with the formula C2H5NO2 at a distorted geometry. The level of theory is the ωB97M-V functional and the def2-TZVPD basis.

Values from the calculation:
SMILES: CONC=O
Strongest force on any atom (eV/Å): 1.26
Spin multiplicity: 1
HOMO level (Eh): -0.364

Last column: natural (NBO) charge in e.
Element x y z (Å)
H  1.660919  0.034627  1.032477  0.18
H  2.337456  0.624797  -0.509108  0.20
C  -1.596047  -0.029467  -0.045760  0.50
H  -0.652027  -1.820643  0.000628  0.38
H  -2.475105  -0.558333  0.366873  0.11
N  -0.479247  -0.819804  0.023833  -0.35
C  1.388279  0.469730  0.051329  -0.27
O  0.629320  -0.466826  -0.697013  -0.37
H  0.829057  1.427272  0.169670  0.20
O  -1.642605  1.138647  -0.392928  -0.58

Atoms 1-2, force components in eV/Å:
-0.262 0.283 -0.342
-0.805 -0.015 0.232

Record 8
This record from the Open Molecules 2025 dataset describes C8H10ClNS as an isolated structure at a distorted geometry. The level of theory is the ωB97M-V functional and the def2-TZVPD basis.

Values from the calculation:
Strongest force on any atom (eV/Å): 4.74
Spin multiplicity: 1
HOMO level (Eh): -0.283

Last column: natural (NBO) charge in e.
Element x y z (Å)
H  -1.908722  1.073936  1.026348  0.21
H  -1.021662  0.793214  -1.638397  0.22
S  2.809260  -1.530258  0.319918  0.41
C  -1.058011  -0.492440  -0.010705  -0.17
H  1.097286  2.851879  -0.017305  0.40
C  1.878979  0.967365  -0.400022  0.22
Cl  4.484961  0.635936  -0.030348  -0.02
C  1.135629  -1.759680  0.210585  -0.50
H  -0.704869  0.218244  2.191754  0.23
H  -2.692878  0.336572  -1.203049  0.20
N  1.535408  2.204164  -0.730811  -0.82
C  -2.009561  -1.094648  1.047435  -0.40
H  0.758835  -2.643524  0.627552  0.23
C  2.811190  0.163056  -0.071060  -0.31
H  -1.674334  -1.909914  1.627356  0.21
H  -3.032539  -1.092639  0.895979  0.21
C  -1.697886  -0.013866  -1.305967  -0.59
H  1.953951  2.721153  -1.468850  0.39
H  -1.604316  -0.811509  -2.093769  0.22
C  -1.380895  0.225661  1.273883  -0.40
C  0.320179  -0.842694  -0.250527  0.07

Atoms 1-2, force components in eV/Å:
-1.385 1.898 0.338
-0.562 -0.005 -0.202

Which of these has the highest strongest force on any atom? C6H9BS